Computed, not measured: C2H8N4S in the gas phase in a non-equilibrium geometry, with ωB97M-V/def2-TZVPD.

Energy   -698.0433 Ha
2S+1   1
Energy above the lowest of the compared OMol25 structures with the same formula, charge and spin   3.411 eV
Structure (SMILES)   CNNC(=S)NN
Lowest unoccupied orbital energy   0.578 eV
Kohn-Sham gap   9.02 eV

Each line ends with the natural charge from an NBO analysis.
Geometry (Å):
C  -1.3197  -0.9137  0.7020  -0.510
C  0.7095  0.9347  -1.1243  0.258
H  -2.6095  -1.0959  0.7326  0.230
H  -0.7255  0.0573  1.3072  0.216
H  -0.9289  -2.0512  1.2149  0.199
H  -0.2064  -1.4060  -0.7729  0.343
H  -1.3091  0.8564  -1.7409  0.417
H  2.3931  0.9522  -0.2746  0.404
H  0.7986  0.8787  1.7528  0.349
H  0.7614  -0.7174  1.1952  0.365
N  -1.0338  -0.8463  -0.7841  -0.449
N  -0.6056  0.4869  -1.0957  -0.475
N  1.5533  0.4371  -0.2445  -0.468
N  1.3473  0.1502  1.1414  -0.644
S  1.1753  2.2771  -2.0092  -0.232

Forces on the atoms, in the same order (eV/Å):
-2.427 -1.583 1.978
-3.312 2.016 -0.902
3.907 1.223 0.627
-3.159 -3.070 -1.712
-0.879 3.418 -1.653
0.777 -0.570 -1.124
1.193 0.377 0.174
1.163 0.309 -0.447
1.336 -1.067 -2.112
1.369 1.133 0.141
1.214 0.473 2.515
-0.388 -0.280 -0.861
1.361 -1.054 2.527
-1.856 -0.768 1.182
-0.300 -0.557 -0.332